No. 1
{"formula": "C22H29N3O2", "method": "ωB97M-V with the def2-TZVPD basis set", "lumo_ev": 0.75, "orbital_gap_ev": 8.95, "e_above_lowest_kj_mol": 245.0, "species": ["C", "C", "O", "C", "O", "C", "C", "C", "C", "C", "C", "C", "N", "C", "C", "C", "N", "N", "C", "C", "C", "C", "C", "C", "C", "C", "C", "H", "H", "H", "H", "H", "H", "H", "H", "H", "H", "H", "H", "H", "H", "H", "H", "H", "H", "H", "H", "H", "H", "H", "H", "H", "H", "H", "H", "H"], "xyz": [[2.0490, 3.1244, -3.7252], [1.4889, 1.8425, -4.3251], [0.6370, 1.1642, -3.4029], [1.2257, 0.3845, -2.4953], [2.4180, 0.2215, -2.4291], [0.2263, -0.3253, -1.5890], [0.0657, -1.7538, -2.1617], [-0.3520, -1.7948, -3.6125], [-0.0810, -3.0320, -4.4160], [0.6875, -1.7758, -4.6918], [0.8284, -0.4202, -0.1789], [0.8829, 0.9593, 0.4936], [-0.3939, 1.6394, 0.5454], [-1.2920, 1.1385, 1.5733], [-0.8247, 1.5849, 2.9213], [-0.5699, 2.9152, 3.3011], [-0.2344, 2.9987, 4.5717], [-0.2826, 1.7551, 5.0362], [-0.6186, 0.8496, 4.0801], [-0.7298, -0.5716, 4.3828], [-1.3780, -0.9904, 5.5441], [-1.4855, -2.3365, 5.8392], [-0.9465, -3.2829, 4.9834], [-0.2912, -2.8755, 3.8333], [-0.1796, -1.5303, 3.5353], [-0.9665, 1.7467, -0.7775], [-1.1183, 0.4038, -1.5063], [2.6803, 2.8884, -2.8720], [1.2399, 3.7738, -3.3988], [2.6446, 3.6460, -4.4689], [0.8579, 2.0551, -5.1907], [2.3048, 1.1716, -4.6129], [-0.6750, -2.2844, -1.5551], [1.0216, -2.2718, -2.0542], [-1.2810, -1.2793, -3.8216], [-0.8193, -3.3533, -5.1349], [0.4366, -3.8473, -3.9337], [0.4784, -1.2331, -5.6015], [1.7251, -1.7432, -4.3956], [1.8395, -0.8247, -0.2423], [0.2184, -1.1065, 0.4123], [1.2651, 0.8682, 1.5134], [1.5735, 1.5974, -0.0670], [-2.2772, 1.5803, 1.3874], [-1.4129, 0.0437, 1.5667], [-0.6162, 3.7896, 2.6851], [-0.0379, 1.5609, 5.9941], [-1.8150, -0.2560, 6.2060], [-1.9939, -2.6492, 6.7395], [-1.0331, -4.3340, 5.2146], [0.1414, -3.6093, 3.1689], [0.3597, -1.2134, 2.6564], [-1.9393, 2.2384, -0.6992], [-0.3077, 2.3960, -1.3623], [-1.5185, 0.5845, -2.5026], [-1.8245, -0.2275, -0.9608]], "nbo_charge": [-0.63, -0.07, -0.52, 0.84, -0.63, -0.17, -0.36, -0.24, -0.41, -0.43, -0.41, -0.22, -0.45, -0.23, -0.16, -0.04, -0.26, -0.34, 0.16, 0.00, -0.23, -0.20, -0.22, -0.19, -0.22, -0.21, -0.42, 0.22, 0.21, 0.22, 0.19, 0.20, 0.21, 0.21, 0.22, 0.21, 0.21, 0.21, 0.22, 0.24, 0.20, 0.21, 0.20, 0.21, 0.18, 0.21, 0.41, 0.21, 0.22, 0.22, 0.21, 0.21, 0.20, 0.20, 0.23, 0.20]}


No. 2
{"formula": "C22H29N3O5S", "method": "ωB97M-V with the def2-TZVPD basis set", "lumo_ev": 0.77, "orbital_gap_ev": 8.57, "e_above_lowest_kj_mol": 292.9, "species": ["C", "O", "C", "C", "C", "C", "N", "C", "C", "O", "N", "C", "C", "N", "C", "C", "C", "C", "C", "C", "C", "C", "C", "S", "C", "O", "O", "C", "C", "O", "C", "H", "H", "H", "H", "H", "H", "H", "H", "H", "H", "H", "H", "H", "H", "H", "H", "H", "H", "H", "H", "H", "H", "H", "H", "H", "H", "H", "H", "H"], "xyz": [[7.8520, 0.5734, -0.0350], [6.6723, 1.3354, -0.0108], [5.4679, 0.6909, -0.1882], [5.3637, -0.6792, -0.3980], [4.1468, -1.2997, -0.6086], [2.9748, -0.5515, -0.5992], [1.7620, -1.2025, -0.8446], [0.5602, -0.4806, -1.1876], [-0.2337, -0.1426, 0.0763], [0.3521, -0.0126, 1.1420], [-1.5607, 0.0374, -0.0331], [-2.3801, -0.2529, -1.1890], [-3.0156, -1.6463, -0.9994], [-3.7848, -1.7519, 0.2178], [-5.1857, -1.3797, 0.1700], [-5.5121, 0.0831, -0.0366], [-5.6729, 0.6000, -1.3173], [-5.9388, 1.9445, -1.5097], [-6.0537, 2.7922, -0.4210], [-5.9120, 2.2859, 0.8598], [-5.6464, 0.9409, 1.0492], [-3.0087, -1.3244, 1.3590], [-2.3586, 0.0597, 1.1811], [1.4637, -2.6373, -0.0131], [2.0095, -2.3836, 1.6896], [2.2668, -3.6784, -0.5839], [0.0407, -2.8344, -0.0489], [3.0634, 0.8130, -0.3613], [4.2848, 1.4503, -0.1629], [4.1699, 2.7958, 0.0263], [5.2591, 3.5676, 0.4800], [7.9943, 0.0768, -1.0003], [7.8699, -0.1734, 0.7657], [8.6596, 1.2873, 0.1234], [6.2532, -1.2875, -0.4177], [4.0985, -2.3601, -0.7904], [-0.0116, -1.1475, -1.8326], [0.8253, 0.4248, -1.7376], [-1.8002, -0.2111, -2.1082], [-3.1590, 0.5153, -1.2391], [-3.6490, -1.8941, -1.8522], [-2.2006, -2.3769, -0.9308], [-5.6300, -1.7144, 1.1127], [-5.6368, -1.9633, -0.6389], [-5.5936, -0.0582, -2.1715], [-6.0608, 2.3305, -2.5114], [-6.2617, 3.8413, -0.5699], [-6.0125, 2.9394, 1.7140], [-5.5469, 0.5503, 2.0524], [-3.6380, -1.3350, 2.2500], [-2.1990, -2.0530, 1.4846], [-1.6977, 0.2797, 2.0195], [-3.1126, 0.8460, 1.0891], [3.0867, -2.2926, 1.6862], [1.6914, -3.2536, 2.2491], [1.5300, -1.4815, 2.0480], [2.1842, 1.4318, -0.2991], [4.8460, 4.5601, 0.6613], [6.0509, 3.6337, -0.2687], [5.6743, 3.1722, 1.4094]], "nbo_charge": [-0.25, -0.51, 0.20, -0.26, -0.27, 0.14, -0.66, -0.32, 0.70, -0.68, -0.44, -0.23, -0.24, -0.44, -0.23, -0.05, -0.17, -0.22, -0.22, -0.19, -0.23, -0.23, -0.25, 2.31, -0.88, -0.94, -0.97, -0.29, 0.35, -0.51, -0.24, 0.18, 0.18, 0.20, 0.22, 0.25, 0.23, 0.24, 0.21, 0.21, 0.20, 0.22, 0.20, 0.20, 0.20, 0.21, 0.22, 0.21, 0.21, 0.20, 0.21, 0.24, 0.20, 0.25, 0.25, 0.28, 0.23, 0.19, 0.18, 0.18]}


No. 3
{"formula": "C22H29N3O5S", "method": "ωB97M-V with the def2-TZVPD basis set", "lumo_ev": 0.56, "orbital_gap_ev": 8.43, "e_above_lowest_kj_mol": 299.1, "species": ["C", "O", "C", "C", "C", "C", "N", "C", "C", "C", "O", "N", "N", "C", "C", "C", "C", "C", "O", "C", "C", "C", "C", "C", "C", "S", "C", "O", "O", "C", "C", "H", "H", "H", "H", "H", "H", "H", "H", "H", "H", "H", "H", "H", "H", "H", "H", "H", "H", "H", "H", "H", "H", "H", "H", "H", "H", "H", "H", "H"], "xyz": [[2.4795, -3.0815, 0.8469], [1.9920, -2.1511, -0.0889], [0.6643, -1.8220, -0.0442], [0.2254, -0.9019, -0.9950], [-1.0832, -0.4726, -1.0151], [-2.0094, -0.9573, -0.0889], [-3.3399, -0.5301, -0.1163], [-4.1625, -0.5291, 1.0840], [-5.1700, -1.6740, 1.0791], [-4.9014, 0.8096, 1.2244], [-6.0662, 0.9168, 1.5171], [-4.0939, 1.8982, 1.0591], [-2.7584, 1.7727, 0.9798], [-2.0363, 2.7159, 0.5263], [-0.6028, 2.5440, 0.4562], [0.1747, 3.3579, -0.3708], [1.5216, 3.1210, -0.5200], [2.1402, 2.0700, 0.1643], [3.4581, 1.8878, -0.0849], [4.0907, 0.7260, 0.4199], [5.4781, 0.6220, -0.2177], [6.2691, -0.5059, 0.4377], [5.3470, 0.3946, -1.7208], [1.3811, 1.2950, 1.0398], [0.0294, 1.5288, 1.1734], [-3.9865, 0.1792, -1.4844], [-3.8143, -1.1489, -2.7036], [-5.3796, 0.3803, -1.2386], [-3.2362, 1.3170, -1.9309], [-1.5721, -1.8980, 0.8389], [-0.2524, -2.3193, 0.8708], [1.9847, -4.0525, 0.7454], [2.3621, -2.7202, 1.8740], [3.5400, -3.1964, 0.6268], [0.9382, -0.5117, -1.7037], [-1.3812, 0.2781, -1.7256], [-3.4890, -0.5959, 1.9460], [-5.7256, -1.6724, 2.0126], [-4.6653, -2.6291, 0.9553], [-5.8724, -1.5213, 0.2645], [-4.5447, 2.7968, 0.8757], [-2.4637, 3.6477, 0.1435], [-0.2936, 4.1592, -0.9230], [2.1256, 3.7287, -1.1757], [3.4998, -0.1641, 0.1685], [4.1847, 0.7960, 1.5131], [5.9942, 1.5722, -0.0477], [6.3814, -0.3339, 1.5059], [5.7597, -1.4564, 0.2925], [7.2594, -0.5765, -0.0045], [6.3277, 0.3721, -2.1898], [4.7647, 1.1952, -2.1685], [4.8454, -0.5511, -1.9163], [1.8379, 0.5035, 1.6119], [-0.5636, 0.9184, 1.8352], [-2.7830, -1.4742, -2.7300], [-4.4739, -1.9495, -2.3972], [-4.1165, -0.7508, -3.6639], [-2.2575, -2.3173, 1.5583], [0.0385, -3.0396, 1.6192]], "nbo_charge": [-0.25, -0.52, 0.35, -0.25, -0.25, 0.14, -0.69, -0.14, -0.62, 0.69, -0.58, -0.46, -0.25, 0.07, -0.15, -0.16, -0.29, 0.40, -0.52, -0.07, -0.23, -0.60, -0.61, -0.35, -0.09, 2.33, -0.86, -0.94, -0.95, -0.19, -0.33, 0.18, 0.17, 0.20, 0.23, 0.25, 0.25, 0.23, 0.20, 0.24, 0.38, 0.17, 0.21, 0.22, 0.19, 0.17, 0.20, 0.21, 0.20, 0.21, 0.21, 0.22, 0.20, 0.22, 0.22, 0.25, 0.24, 0.25, 0.21, 0.22]}


No. 4
{"formula": "C22H29N3O7S2", "method": "ωB97M-V with the def2-TZVPD basis set", "lumo_ev": 0.41, "orbital_gap_ev": 8.72, "e_above_lowest_kj_mol": 188.1, "species": ["C", "O", "C", "C", "C", "C", "N", "C", "C", "O", "N", "C", "C", "C", "C", "S", "O", "O", "N", "C", "C", "C", "C", "C", "C", "C", "S", "C", "O", "O", "C", "C", "O", "C", "H", "H", "H", "H", "H", "H", "H", "H", "H", "H", "H", "H", "H", "H", "H", "H", "H", "H", "H", "H", "H", "H", "H", "H", "H", "H", "H", "H", "H"], "xyz": [[-3.9356, -4.8625, 0.1886], [-4.8997, -3.8580, -0.0482], [-4.5649, -2.5429, -0.0898], [-5.6154, -1.7035, -0.4532], [-5.4658, -0.3333, -0.5382], [-4.2291, 0.2255, -0.2661], [-4.0695, 1.6403, -0.3463], [-3.4776, 2.1684, -1.5628], [-2.0482, 1.6463, -1.7369], [-1.7336, 0.8839, -2.6212], [-1.2257, 2.0970, -0.7479], [-0.0301, 1.5246, -0.3158], [0.4412, 1.8908, 0.9469], [1.5794, 1.2980, 1.4577], [2.2436, 0.3440, 0.7093], [3.6722, -0.4999, 1.3680], [3.4068, -1.9099, 1.3847], [4.0694, 0.1258, 2.6004], [4.7855, -0.2114, 0.1463], [5.8685, -1.1704, 0.0619], [6.6050, -0.9782, -1.2603], [7.1297, 0.4527, -1.3531], [5.9736, 1.4348, -1.1805], [5.2487, 1.1587, 0.1342], [1.7975, -0.0144, -0.5480], [0.6639, 0.5786, -1.0722], [-3.7094, 2.3952, 1.0961], [-5.3582, 2.6006, 1.7939], [-3.1583, 3.6887, 0.7773], [-2.9361, 1.5682, 1.9751], [-3.1671, -0.5908, 0.0968], [-3.3093, -1.9676, 0.2018], [-2.2832, -2.7835, 0.5814], [-1.0257, -2.2100, 0.8631], [-4.4819, -5.8012, 0.0970], [-3.1337, -4.8335, -0.5510], [-3.5073, -4.7852, 1.1892], [-6.5642, -2.1686, -0.6677], [-6.2938, 0.2947, -0.8258], [-3.4871, 3.2564, -1.4809], [-4.0811, 1.8461, -2.4146], [-1.6240, 2.7795, -0.1085], [-0.1099, 2.6159, 1.5269], [1.9617, 1.5508, 2.4340], [5.4181, -2.1610, 0.1336], [6.5678, -1.0410, 0.9020], [5.9137, -1.1668, -2.0828], [7.4260, -1.6931, -1.3258], [7.6187, 0.6139, -2.3154], [7.8684, 0.6199, -0.5659], [5.2670, 1.3138, -2.0031], [6.3389, 2.4627, -1.1854], [4.3711, 1.8006, 0.2400], [5.9174, 1.3473, 0.9870], [2.3442, -0.7621, -1.0993], [0.2980, 0.3058, -2.0483], [-5.7992, 1.6156, 1.8702], [-5.2589, 3.0546, 2.7716], [-5.9213, 3.2371, 1.1253], [-2.2215, -0.1355, 0.3314], [-0.3850, -3.0411, 1.1524], [-1.0837, -1.4936, 1.6877], [-0.6010, -1.7180, -0.0169]], "nbo_charge": [-0.24, -0.49, 0.27, -0.26, -0.17, 0.06, -0.70, -0.31, 0.67, -0.58, -0.63, 0.18, -0.24, -0.16, -0.38, 2.32, -0.94, -0.95, -0.68, -0.23, -0.40, -0.40, -0.40, -0.23, -0.11, -0.27, 2.31, -0.85, -0.97, -0.93, -0.29, 0.30, -0.52, -0.26, 0.19, 0.18, 0.19, 0.23, 0.21, 0.25, 0.24, 0.43, 0.23, 0.25, 0.24, 0.18, 0.20, 0.21, 0.21, 0.20, 0.20, 0.21, 0.22, 0.19, 0.23, 0.26, 0.25, 0.25, 0.24, 0.24, 0.21, 0.18, 0.18]}


Number 1: energy -1170.45548 a.u., highest occupied orbital energy -8.204 eV. Number 2: energy -1794.33772 a.u., highest occupied orbital energy -7.806 eV. Number 3: energy -1794.33535 a.u., highest occupied orbital energy -7.865 eV. Number 4: energy -2343.03202 a.u., highest occupied orbital energy -8.312 eV.